# 1
{
  "formula": "C5H18N2O",
  "method": "ωB97M-V/def2-TZVPD",
  "e_above_lowest_ev": 0.324,
  "gap_ev": 12.58,
  "lumo_ha": -0.2190,
  "total_charge": 2,
  "elements": ["O", "N", "N", "C", "C", "C", "C", "C", "H", "H", "H", "H", "H", "H", "H", "H", "H", "H", "H", "H", "H", "H", "H", "H", "H", "H"],
  "xyz": [[-0.67, -3.45, 2.45], [0.96, -1.24, 2.63], [-0.84, 3.07, -2.57], [1.24, -1.16, 1.12], [-0.83, 2.08, -1.41], [-0.49, 0.64, -1.85], [0.37, -0.11, 0.44], [0.62, -0.06, -1.04], [-1.63, -3.45, 2.57], [0.94, -2.14, 0.83], [2.30, -1.04, 0.97], [-0.39, -4.22, 2.96], [0.78, -0.30, 2.96], [0.00, 3.63, -2.57], [0.59, 0.82, 0.98], [-1.00, 2.56, -3.40], [-0.69, -0.29, 0.63], [-0.30, 0.54, -2.92], [0.70, -1.07, -1.44], [1.75, -1.66, 3.09], [1.55, 0.40, -1.40], [-0.17, 2.38, -0.60], [-1.40, 0.05, -1.73], [-1.64, 3.67, -2.48], [0.05, -1.74, 2.74], [-1.82, 2.13, -0.97]]
}


# 2
{
  "formula": "C5H18N2O4",
  "method": "ωB97M-V/def2-TZVPD",
  "e_above_lowest_ev": 1.982,
  "gap_ev": 9.79,
  "lumo_ha": 0.0197,
  "total_charge": 0,
  "elements": ["O", "O", "O", "O", "N", "N", "C", "C", "C", "C", "C", "H", "H", "H", "H", "H", "H", "H", "H", "H", "H", "H", "H", "H", "H", "H", "H", "H", "H"],
  "xyz": [[2.03, 1.63, 3.36], [-1.73, -0.13, 1.92], [0.55, -2.74, 1.66], [1.27, -1.32, -0.84], [-0.49, 1.02, -0.34], [-0.78, -2.19, -1.01], [-1.76, 1.83, -0.53], [0.12, -1.13, -1.15], [0.57, 0.76, -2.67], [0.53, 2.03, -0.15], [-0.39, 0.19, -1.57], [1.26, 1.06, 3.50], [0.24, 1.80, -2.66], [0.30, 0.48, -3.70], [-1.86, 2.39, -1.45], [-2.54, 1.07, -0.59], [1.19, -2.37, 1.03], [-1.36, 0.26, -2.11], [0.59, 2.84, -0.90], [-1.69, -2.30, -1.42], [-0.24, -2.77, 1.12], [-0.33, -3.07, -0.79], [-1.01, -0.58, 1.45], [1.54, 1.61, -0.30], [1.62, 0.56, -2.45], [0.48, 2.51, 0.85], [2.46, 1.36, 2.55], [-1.99, 2.38, 0.40], [-1.40, -0.28, 2.82]]
}


# 3
{
  "formula": "C5H18N2O4",
  "method": "ωB97M-V/def2-TZVPD",
  "e_above_lowest_ev": 2.715,
  "gap_ev": 9.55,
  "lumo_ha": 0.0225,
  "total_charge": 0,
  "elements": ["O", "O", "O", "O", "N", "N", "C", "C", "C", "C", "C", "H", "H", "H", "H", "H", "H", "H", "H", "H", "H", "H", "H", "H", "H", "H", "H", "H", "H"],
  "xyz": [[2.03, 2.35, -0.33], [1.44, 1.22, -2.79], [-1.40, 0.81, 2.57], [1.56, 1.66, 3.01], [-1.17, -1.00, -2.52], [0.92, -0.41, 0.70], [-2.30, -0.48, -2.39], [-1.14, -0.51, 2.15], [-0.84, -1.81, -0.06], [-0.58, -0.49, 0.70], [-0.36, -1.64, -1.50], [-2.04, -1.07, 2.12], [1.98, 2.13, -1.29], [-0.31, -1.03, 2.67], [-1.92, -1.96, -0.02], [1.67, 1.98, -3.33], [-0.36, -2.65, 0.41], [1.77, 1.48, 0.04], [-0.56, 1.22, 2.77], [-2.82, -0.13, -3.26], [1.87, 2.35, 2.41], [1.48, -1.22, 0.49], [0.09, -2.57, -1.90], [0.93, 0.57, -3.29], [0.54, -1.02, -1.49], [-0.79, 0.41, 0.12], [1.36, 0.07, 1.50], [1.72, 2.04, 3.88], [-2.77, -0.29, -1.38]]
}


# 4
{
  "formula": "C5H18N2O4",
  "method": "ωB97M-V/def2-TZVPD",
  "e_above_lowest_ev": 3.441,
  "gap_ev": 9.92,
  "lumo_ha": 0.0132,
  "total_charge": 0,
  "elements": ["O", "O", "O", "O", "N", "N", "C", "C", "C", "C", "C", "H", "H", "H", "H", "H", "H", "H", "H", "H", "H", "H", "H", "H", "H", "H", "H", "H", "H"],
  "xyz": [[1.09, -2.52, 2.33], [1.22, -1.13, -0.43], [-3.03, 0.50, 1.89], [0.70, 1.43, -2.97], [0.99, 2.14, -0.02], [-0.85, -0.46, -0.92], [0.66, 0.87, 0.72], [-0.85, -1.69, -1.69], [1.93, 0.63, 1.67], [0.41, -0.25, -0.23], [-1.96, 0.53, -0.71], [1.83, 2.52, 0.06], [-1.62, 1.49, -0.36], [0.33, 2.22, -0.72], [2.82, 1.00, 1.17], [2.00, -2.55, 2.01], [-0.22, 1.08, 1.40], [1.15, 1.45, -2.09], [-0.85, -2.69, -1.14], [0.66, -2.14, 1.60], [0.08, 0.68, -2.70], [-2.02, -1.75, -2.16], [1.86, 1.16, 2.63], [-2.82, -0.42, 1.98], [-0.01, -1.77, -2.39], [-2.23, 0.97, 2.14], [-2.77, 0.06, -0.07], [2.16, -0.41, 1.73], [-2.45, 0.65, -1.73]]
}


# 5
{
  "formula": "C5H18NO2",
  "method": "ωB97M-V/def2-TZVPD",
  "e_above_lowest_ev": 1.381,
  "spin_multiplicity": 2,
  "gap_ev": [12.47, 3.66],
  "lumo_ha": [-0.2242, -0.5263],
  "total_charge": 2,
  "elements": ["O", "O", "N", "C", "C", "C", "C", "C", "H", "H", "H", "H", "H", "H", "H", "H", "H", "H", "H", "H", "H", "H", "H", "H", "H", "H"],
  "xyz": [[-3.26, 2.33, -1.66], [1.48, -2.78, 3.27], [-1.35, 0.82, -0.54], [1.38, 0.99, -1.51], [2.18, -0.35, 0.42], [1.07, 0.58, -0.05], [-0.56, -1.52, -0.23], [-0.35, -0.01, 0.17], [1.20, 2.05, -1.65], [0.80, 0.44, -2.24], [1.70, -1.42, 0.56], [-0.53, 0.23, 1.23], [1.10, 1.55, 0.49], [2.61, -0.06, 1.38], [2.40, 0.72, -1.77], [-3.28, 3.31, -1.64], [-1.15, 0.81, -1.56], [2.11, -3.51, 3.39], [-2.32, 0.50, -0.71], [0.47, -1.88, -0.45], [-1.53, 1.78, -0.24], [1.11, -2.53, 4.15], [-0.84, -2.07, 0.67], [-4.10, 2.15, -2.13], [2.99, -0.69, -0.26], [-1.18, -1.79, -1.08]]
}


# 6
{
  "formula": "C5H18NSi2",
  "method": "ωB97M-V/def2-TZVPD",
  "e_above_lowest_ev": 0.000,
  "gap_ev": 10.97,
  "lumo_ha": -0.1222,
  "total_charge": 1,
  "elements": ["Si", "Si", "N", "C", "C", "C", "C", "C", "H", "H", "H", "H", "H", "H", "H", "H", "H", "H", "H", "H", "H", "H", "H", "H", "H", "H"],
  "xyz": [[1.75, -0.01, 0.57], [-1.61, 0.43, 0.42], [-0.20, -2.03, 0.18], [-3.04, -0.78, 0.04], [1.86, 1.88, 0.53], [-0.01, -0.57, -0.05], [2.99, -0.88, -0.57], [-1.67, 1.99, -0.64], [-1.52, 0.64, 1.87], [1.80, 2.27, -0.48], [2.79, -0.66, -1.62], [2.80, 2.21, 0.95], [0.55, -2.58, -0.27], [3.99, -0.54, -0.36], [3.00, -1.96, -0.45], [-0.69, 2.26, -1.01], [-2.06, 2.83, -0.08], [0.08, -0.49, -1.46], [-1.11, -2.33, -0.19], [-3.03, -1.13, -0.99], [-0.17, -2.22, 1.19], [-3.99, -0.28, 0.19], [-2.32, 1.86, -1.50], [1.81, -0.58, 1.93], [1.06, 2.34, 1.11], [-3.06, -1.65, 0.70]]
}


# 7
{
  "formula": "C5H18O3",
  "method": "ωB97M-V/def2-TZVPD",
  "e_above_lowest_ev": 1.734,
  "gap_ev": 10.90,
  "lumo_ha": 0.0202,
  "total_charge": 0,
  "elements": ["O", "O", "O", "C", "C", "C", "C", "C", "H", "H", "H", "H", "H", "H", "H", "H", "H", "H", "H", "H", "H", "H", "H", "H", "H", "H"],
  "xyz": [[-2.62, -1.59, 6.20], [0.59, -3.20, -2.45], [3.26, -0.73, -5.32], [-0.82, 2.01, 1.00], [0.69, 0.43, -0.32], [0.14, -0.81, 0.14], [-1.42, 2.73, -0.20], [0.64, 1.53, 0.71], [2.91, -1.64, -5.28], [0.98, 1.14, 1.75], [-0.87, -0.94, -0.19], [0.12, -3.44, -1.68], [-2.36, 3.25, 0.20], [-1.48, 1.15, 1.02], [-1.68, -1.65, 5.92], [0.68, -1.78, -0.16], [3.81, -0.67, -4.59], [0.06, 0.75, -1.16], [1.82, 0.44, -0.63], [0.01, -0.99, 1.19], [0.66, -3.98, -3.05], [1.23, 2.37, 0.31], [-3.04, -2.45, 6.27], [-0.77, 3.51, -0.62], [-0.80, 2.41, 2.03], [-1.74, 2.15, -1.11]]
}


# 8
{
  "formula": "C5H18O3",
  "method": "ωB97M-V/def2-TZVPD",
  "e_above_lowest_ev": 0.568,
  "gap_ev": 11.12,
  "lumo_ha": 0.0113,
  "total_charge": 0,
  "elements": ["O", "O", "O", "C", "C", "C", "C", "C", "H", "H", "H", "H", "H", "H", "H", "H", "H", "H", "H", "H", "H", "H", "H", "H", "H", "H"],
  "xyz": [[2.24, -3.93, -0.86], [2.36, 0.99, -1.88], [3.48, -1.99, -2.48], [-1.96, 1.27, 0.95], [-2.36, 2.47, 0.05], [-1.27, 0.20, 0.14], [-0.91, -1.05, 0.93], [-1.08, 1.81, 2.06], [2.57, 0.13, -1.49], [-0.31, -1.76, 0.35], [3.29, -2.91, -2.20], [-1.44, 2.77, 2.45], [4.06, -1.50, -1.91], [1.30, -3.95, -0.69], [-0.25, -0.78, 1.74], [-1.58, 3.22, 0.03], [-3.31, 2.91, 0.37], [-1.79, -1.56, 1.35], [2.87, 0.81, -2.67], [-2.85, 0.70, 1.28], [-1.06, 1.12, 2.91], [-0.03, 1.90, 1.74], [2.60, -3.49, -0.09], [-0.34, 0.63, -0.29], [-2.47, 2.06, -0.96], [-1.76, -0.05, -0.82]]
}


Repeat the fourth record exactly.
{
  "formula": "C5H18N2O4",
  "method": "ωB97M-V/def2-TZVPD",
  "e_above_lowest_ev": 3.441,
  "gap_ev": 9.92,
  "lumo_ha": 0.0132,
  "total_charge": 0,
  "elements": ["O", "O", "O", "O", "N", "N", "C", "C", "C", "C", "C", "H", "H", "H", "H", "H", "H", "H", "H", "H", "H", "H", "H", "H", "H", "H", "H", "H", "H"],
  "xyz": [[1.09, -2.52, 2.33], [1.22, -1.13, -0.43], [-3.03, 0.50, 1.89], [0.70, 1.43, -2.97], [0.99, 2.14, -0.02], [-0.85, -0.46, -0.92], [0.66, 0.87, 0.72], [-0.85, -1.69, -1.69], [1.93, 0.63, 1.67], [0.41, -0.25, -0.23], [-1.96, 0.53, -0.71], [1.83, 2.52, 0.06], [-1.62, 1.49, -0.36], [0.33, 2.22, -0.72], [2.82, 1.00, 1.17], [2.00, -2.55, 2.01], [-0.22, 1.08, 1.40], [1.15, 1.45, -2.09], [-0.85, -2.69, -1.14], [0.66, -2.14, 1.60], [0.08, 0.68, -2.70], [-2.02, -1.75, -2.16], [1.86, 1.16, 2.63], [-2.82, -0.42, 1.98], [-0.01, -1.77, -2.39], [-2.23, 0.97, 2.14], [-2.77, 0.06, -0.07], [2.16, -0.41, 1.73], [-2.45, 0.65, -1.73]]
}